# 1
Molecular formula: C38H41GeNO2PtS2Sb2
Method: DFT, the ωB97M-V functional and the def2-TZVPD basis

Values from the calculation:
* M: 1119.1 Da
* relative energy (zero: lowest compared OMol25 entry of this formula, charge and spin): 103.84 kJ/mol
* LUMO energy (spin up / spin down): -7.85 / -7.86 eV
* strongest force on any atom: 0.0226 Eh/bohr
* HOMO-LUMO gap (spin up / spin down): 5.5 / 5.5 eV

```
! RIJCOSX wB97M-V def2-TZVPD def2/J DEFGRID3
* xyz 2 1
Pt -0.300 0.473 -0.410
C -2.550 -2.890 1.008
C -2.285 -2.696 2.492
C -2.244 -1.234 2.905
Sb -0.564 -0.117 2.203
C -0.761 1.666 3.295
C 0.364 2.400 3.669
C 0.208 3.604 4.342
C -1.063 4.074 4.642
C -2.184 3.341 4.277
C -2.036 2.140 3.601
C 1.170 -1.000 2.974
C 1.420 -0.817 4.333
C 2.533 -1.417 4.905
C 3.389 -2.184 4.126
C 3.138 -2.358 2.772
C 2.026 -1.766 2.190
Sb -0.920 -2.352 -0.279
C -0.814 -3.990 -1.599
C -1.933 -4.277 -2.376
C -1.926 -5.412 -3.174
C -0.814 -6.243 -3.186
C 0.295 -5.948 -2.407
C 0.304 -4.815 -1.607
C -1.903 -0.884 -1.501
C -2.816 0.023 -0.921
C -3.586 0.871 -1.736
C -3.473 0.797 -3.101
C -2.566 -0.105 -3.695
C -1.787 -0.916 -2.918
H -3.426 -2.323 0.689
H -2.730 -3.940 0.774
H -1.369 -3.207 2.802
H -3.098 -3.177 3.041
H -2.152 -1.116 3.987
H -3.154 -0.716 2.593
H 1.361 2.033 3.457
H 1.080 4.172 4.640
H -1.181 5.010 5.171
H -3.173 3.705 4.521
H -2.922 1.583 3.317
H 0.764 -0.212 4.948
H 2.729 -1.284 5.961
H 4.255 -2.648 4.579
H 3.805 -2.958 2.167
H 1.834 -1.910 1.128
H -2.804 -3.631 -2.373
H -2.789 -5.646 -3.783
H -0.813 -7.128 -3.809
H 1.159 -6.599 -2.424
H 1.177 -4.576 -1.015
H -3.070 -0.037 0.131
H -4.298 1.542 -1.272
H -4.092 1.420 -3.733
H -2.489 -0.157 -4.773
H -1.090 -1.602 -3.382
O 2.236 -2.397 -2.171
S 2.173 -1.025 -2.558
O 1.487 -0.632 -3.744
N 1.489 -0.160 -1.252
C 2.340 0.691 -0.724
S 1.565 1.689 0.426
C 3.686 0.668 -1.290
C 4.806 1.396 -0.930
C 5.974 1.193 -1.656
C 6.014 0.288 -2.709
C 4.888 -0.450 -3.074
C 3.740 -0.232 -2.349
H 4.774 2.101 -0.109
H 6.866 1.749 -1.399
H 6.934 0.155 -3.261
H 4.922 -1.151 -3.897
C -2.180 4.362 -2.688
Ge -0.965 3.706 -1.317
C 0.552 4.908 -1.111
C -1.886 3.542 0.396
C -0.260 1.946 -1.929
H -2.446 5.394 -2.458
H -3.098 3.775 -2.731
H -1.711 4.343 -3.672
H 0.190 5.908 -0.870
H 1.130 4.971 -2.034
H 1.215 4.584 -0.309
H -2.343 4.511 0.607
H -1.202 3.320 1.215
H -2.680 2.794 0.391
H 0.778 2.041 -2.246
H -0.825 1.447 -2.714
*
```

Löwdin atomic charge list, values in e, 4 entries: atom 1 (Pt): 0.7088, atom 2 (C): -0.3372, atom 3 (C): -0.3544, atom 4 (C): -0.3340

---

# 2
Molecular formula: FH2NOS2
Method: DFT, the ωB97M-V functional and the def2-TZVPD basis

Values from the calculation:
* M: 115.2 Da
* relative energy (zero: lowest compared OMol25 entry of this formula, charge and spin): 0.00 kJ/mol
* LUMO energy: -0.24 eV
* strongest force on any atom: 0.0410 Eh/bohr
* HOMO-LUMO gap: 9.4 eV

```
! RIJCOSX wB97M-V def2-TZVPD def2/J DEFGRID3
* xyz 0 1
N 0.481 -1.045 -1.015
O 0.364 2.509 0.704
F -0.588 -1.660 -1.783
S 0.024 -0.601 0.538
S -0.666 1.507 0.711
H 1.131 -1.829 -1.130
H -0.746 1.119 1.976
*
```

Löwdin atomic charge list, values in e, 4 entries: atom 1 (N): -0.4281, atom 2 (O): -0.5981, atom 3 (F): -0.1983, atom 4 (S): 0.6114

---

> strongest force on any atom of number 2 (FH2NOS2)?

0.0410 Eh/bohr

---

> Which of these has the lowest M?

FH2NOS2